(1)
C27H43N6O3V | ωB97M-V/def2-TZVPD

Structure (ORCA input):
```
! RIJCOSX wB97M-V def2-TZVPD def2/J DEFGRID3
* xyz 1 4
V -1.3944 -1.3063 -0.1555
O -1.2892 -3.3724 -0.9727
O 0.2949 -0.4764 -1.2030
O -1.2807 0.5594 0.6764
N 0.2901 -2.1113 1.1130
N -3.3443 -0.6038 -1.0393
N -1.2698 -0.0327 -2.9341
N -2.5611 -2.3731 1.4349
N 1.8216 3.6692 0.8849
N -1.2267 -5.1936 -2.2399
C 4.1050 1.9275 0.9705
C 2.3712 3.0994 -0.2904
C 1.2363 2.6871 4.4468
C 0.8941 0.0950 -0.0317
C 1.6962 3.2849 3.2808
C -3.4385 -1.3658 2.1564
C 2.2191 3.0291 -2.7449
C -0.0538 0.4110 -2.3549
C 1.3386 2.8345 1.9979
C -1.6004 -3.1037 2.2960
C 3.4504 2.2456 -0.3130
C 0.3832 1.5670 4.3534
C 3.9535 1.8067 -1.5935
C 0.5007 1.7571 1.8534
C 3.3679 2.2212 -2.7647
C 1.3383 -1.0688 0.9677
C 0.2946 -3.4382 -2.8073
C 5.1147 0.8843 -1.6152
C -0.0708 1.1566 0.5365
C -4.1550 -0.3161 1.3276
C 0.0285 1.1830 3.0836
C -3.2387 0.7976 -1.5643
C -4.4723 -0.7848 -0.0881
C -0.8111 -3.9617 -1.9531
C 1.6923 3.4438 -1.4775
C -2.4260 0.8709 -2.8454
C -0.2860 -2.3324 2.3960
H 1.5314 3.0237 5.3869
H -2.0194 -3.3226 3.2742
H 1.2308 -4.0122 -2.6260
H -4.2648 -1.8900 2.7070
H -5.3739 -0.2724 -0.4434
H -0.9010 -5.6466 -3.0697
H -3.1669 -3.0992 1.0773
H 0.1111 -3.5681 -3.8682
H 0.6321 -2.9652 0.6457
H 4.2412 2.8233 1.5736
H -0.4849 -1.3588 2.8324
H -2.8401 1.4064 -0.7943
H 0.8328 4.0630 -1.5136
H 1.0868 4.2727 0.5784
H 5.0840 1.4240 0.7663
H 0.3346 -2.9092 3.0141
H -1.3901 -4.0527 1.7824
H -3.5916 0.5800 1.2954
H -2.1259 1.9028 -2.9580
H 3.8081 1.8823 -3.6623
H -3.4029 -1.3243 -1.7932
H -0.0360 2.0648 -0.0952
H 2.2285 -1.5130 0.5787
H 5.1611 0.0909 -0.8471
H -1.0832 -0.3868 -3.8953
H -4.7867 -1.8363 0.0217
H -3.0663 0.6932 -3.6941
H 3.4889 1.2314 1.5367
H 0.0969 1.0613 5.2705
H 1.6130 3.3227 -3.5856
H -0.7405 0.4669 2.9858
H 5.3044 0.4328 -2.6106
H -1.8826 -5.6857 -1.6398
H 5.9861 1.5103 -1.3614
H 0.8142 0.4196 -3.0356
H -4.2502 1.1972 -1.8179
H 1.5736 -0.5150 1.8911
H 0.4817 -2.4198 -2.5031
H -2.7706 -0.8203 2.8537
H 1.8382 0.5654 -0.3455
H 2.3735 4.1085 3.3892
H -5.0639 -0.0405 1.8287
H -0.0839 1.4059 -1.9169
*
```

Results
Largest force on an atom in eV/Å: 3.55
LUMO level (spin up / spin down) in eV: -2.28 / -2.30
Gap between HOMO and LUMO (spin up / spin down) in eV: 6.90 / 7.80
HOMO level (spin up / spin down) in eV: -9.2 / -10.1

(2)
C27H44AlN3OP3 | ωB97M-V/def2-TZVPD

Structure (ORCA input):
```
! RIJCOSX wB97M-V def2-TZVPD def2/J DEFGRID3
* xyz 3 1
P 1.5461 -0.9751 1.3628
P -0.8576 -2.1501 -0.7074
P 1.3542 1.8439 -0.5512
Al 0.1785 -0.1274 -0.1981
O -1.1483 0.5807 -1.7364
N -0.7735 0.3829 3.8592
N -0.8557 0.5810 1.5707
N 0.3411 1.0206 10.6432
C 1.0267 0.0348 7.2735
C -0.9659 0.2897 -5.8933
C 0.2277 0.8177 9.5082
C -1.7184 -3.2235 0.5294
C -1.6659 -0.3456 1.9917
C -0.4594 1.1668 2.7666
C -1.3953 0.8847 6.1590
C 2.4046 0.1204 2.5847
C -0.4140 0.4303 5.2855
C -2.1525 -2.0654 -2.0146
C 0.9186 -2.2106 2.5942
C 1.7264 3.1123 0.7473
C 0.1580 -0.0240 -5.1269
C 0.8154 -0.0473 5.8690
C -1.0410 0.4637 -3.0499
C 0.0313 0.5878 8.0946
C -1.5617 -0.5623 3.3571
C -2.9554 2.0764 -9.2892
C -1.1807 0.9759 7.5316
C -1.8244 1.4383 -9.5797
C 0.5941 2.9563 -1.8008
C 0.2676 -3.3971 -1.4562
C -2.1308 0.6940 -5.2322
C 0.1292 0.0575 -3.7354
C -2.1738 0.7810 -3.8449
C 3.0306 1.6251 -1.2863
C 3.0122 -1.8903 0.7130
H 2.9769 -0.4754 3.3044
H -1.7965 0.3618 -9.7277
H -2.7439 -2.9877 -2.0171
H 0.9250 -2.8822 -2.1613
H 1.9608 -0.3090 7.7240
H -0.1002 -2.5141 2.3509
H 3.4420 2.5771 -1.6402
H 0.9107 -1.7566 3.5890
H 1.6177 -0.4873 5.2909
H 3.6835 -2.2182 1.5148
H -1.9667 -1.3850 3.9397
H -2.9832 3.1529 -9.1412
H 0.9913 3.9189 0.6773
H -1.6732 -1.9331 -2.9864
H 3.5502 -1.2357 0.0221
H 2.9404 0.9288 -2.1237
H 1.2887 -0.6808 -1.2738
H 1.5601 -3.0987 2.6206
H 1.0856 3.9354 -1.7752
H 0.6957 2.5173 -2.7956
H 3.7151 1.1869 -0.5555
H 2.6739 -2.7633 0.1482
H -2.4617 -3.8518 0.0267
H 1.6604 0.7091 3.1284
H 2.7224 3.5386 0.5829
H -0.8796 1.9663 -9.6815
H -3.0202 0.9436 -5.8072
H -0.9976 -3.8746 1.0317
H 1.0008 -0.1993 -3.1398
H -3.9001 1.5483 -9.1874
H -2.3400 1.1915 5.7493
H 0.8859 -3.8468 -0.6750
H -3.0803 1.1009 -3.3365
H 1.6828 2.6871 1.7511
H -0.4721 3.0668 -1.5929
H 0.1810 2.0175 2.8853
H -0.9369 0.2214 -6.9768
H -2.1557 -0.8115 1.2486
H 3.0853 0.8068 2.0758
H -2.2222 -2.6123 1.2825
H -0.2953 -4.1794 -1.9783
H -2.8113 -1.2109 -1.8462
H 1.0771 -0.3394 -5.6175
H -1.9676 1.3737 8.1550
*
```

Results
Largest force on an atom in eV/Å: 4.99
LUMO level (spin up / spin down) in eV: -10.65 / -13.92
Gap between HOMO and LUMO (spin up / spin down) in eV: 4.89 / 1.62
HOMO level (spin up / spin down) in eV: -15.5 / -15.5

(3)
C27H44BCl2F3N2O9 | ωB97M-V/def2-TZVPD

Structure (ORCA input):
```
! RIJCOSX wB97M-V def2-TZVPD def2/J DEFGRID3
* xyz 0 1
Cl 3.7353 0.7131 0.8686
Cl 0.2196 -1.6734 2.7598
F -0.0521 2.4232 4.7630
F -2.5850 4.6994 3.0010
F -3.1471 3.3503 5.1553
O -1.2483 -4.1978 4.0421
O 0.4692 -2.5909 -4.3192
O -0.1350 3.3905 -1.4189
O -2.2849 -8.4402 5.1154
O -0.9382 1.7769 -3.7899
O 1.4244 -2.1296 -1.1754
O 2.0607 7.6617 -2.4726
O -0.1939 7.5222 -6.3614
O -1.3939 -1.0008 -4.9200
N 0.2450 -6.7869 5.1749
N 1.4505 5.5376 -4.7819
C -0.0108 5.5606 -4.8975
C 1.4245 8.4675 -3.4531
C 0.0028 2.0528 -1.3172
C -2.2852 3.6185 3.9803
C -1.2550 -8.5352 6.1055
C 0.7593 -0.9470 -1.2560
C 0.4626 2.3560 1.4755
C -0.5669 -7.1777 6.3315
C -2.2520 -5.1942 3.9187
C -0.4533 -4.2975 5.2248
C 1.2678 -0.6595 1.6161
C -1.6903 -3.9508 -3.6846
C -0.3171 1.0746 -2.6357
C -1.0816 2.7262 3.7379
C 0.0196 -0.4058 -2.6420
C 0.8936 7.8458 -7.2114
C -0.4609 6.1194 -6.2586
C -0.9860 2.0403 2.2494
C -1.9491 -9.0281 3.8698
C 0.4370 1.3974 0.1207
C 0.6503 -5.3765 5.1669
C 0.7988 -0.0508 0.1560
C 1.5076 6.3524 -2.3283
C 1.9481 5.3467 -3.4145
C 2.6788 -0.3094 2.0514
C -0.0588 -3.8067 -3.6902
C 3.3514 -0.7557 3.4799
B -0.2936 -1.3800 -3.9636
H 1.5947 9.5164 -3.1967
H -0.3974 4.5431 -4.7785
H 0.8454 8.9149 -7.4350
H 0.3452 8.2976 -3.4971
H -0.2756 -6.9708 4.3235
H -1.3548 -6.4483 6.5340
H -2.1774 -0.7242 -4.3365
H -1.0876 -4.3825 6.1132
H -2.2222 -3.4479 -2.7558
H 0.8454 7.2932 -8.1545
H -0.5249 -9.3188 5.8672
H 1.3518 -5.2122 5.9930
H -1.2787 -8.3824 3.2997
H 0.4147 3.4970 1.1553
H -0.0195 5.5537 -7.0887
H 3.6477 -1.8872 3.4971
H -1.5493 6.0078 -6.3283
H 1.6861 4.3336 -3.0882
H -1.7520 -8.8235 7.0392
H 1.2167 -5.2242 4.2407
H 0.3117 -4.0103 -2.5979
H -0.2055 1.8010 -4.4743
H 0.4206 6.4011 -2.2069
H 0.0744 -7.2402 7.2168
H 0.0533 -3.3294 5.3172
H -2.2123 -3.5829 -4.6919
H -1.4941 -10.0145 4.0000
H 0.3498 -4.7202 -4.3418
H -1.8405 -6.0713 3.4184
H -1.9537 -5.1103 -3.6188
H 1.8934 5.9774 -1.3728
H -2.8681 -9.1457 3.2894
H 1.3946 2.1652 2.1568
H 2.6936 -0.4553 4.4296
H 3.0420 5.3820 -3.4773
H -3.0443 -4.8035 3.2747
H 1.8887 8.2995 -4.4254
H -2.6957 -5.4616 4.8816
H 1.8478 7.6543 -6.7173
H -1.0526 0.8489 2.2834
H 1.8277 6.4105 -5.1363
H -1.8125 2.4941 1.5168
H 4.3706 -0.1510 3.6269
H -0.4648 6.1884 -4.1270
*
```

Results
Largest force on an atom in eV/Å: 8.63
LUMO level in eV: -2.42
Gap between HOMO and LUMO in eV: 6.12
SMILES: CCOB(O)C1=C(O)C(=O)C(CCC(F)=C(F)F)=C(/C(Cl)=C(/C)Cl)C1=O.COCCNCCOC.COCCNCCOC
HOMO level in eV: -8.5